Density functional theory data (the ωB97M-V functional and the def2-TZVPD basis) for 2 unconnected molecules or ions with the total composition C24H19F6N2 in a non-equilibrium geometry.

Each line ends with the Löwdin charge.
Geometry (Å):
F: -5.768 4.916 1.858  0.1553
C: -5.763 3.746 1.190  -0.5617
F: -6.626 2.884 1.756  0.1617
F: -6.082 3.949 -0.101  0.1725
C: -4.373 3.156 1.247  -0.0694
C: -4.173 1.793 1.144  0.0296
C: -2.902 1.274 1.151  0.0417
C: -1.771 2.114 1.261  -0.1630
C: -0.482 1.528 1.220  0.1563
C: 0.808 2.115 1.187  -0.1609
C: 1.054 3.495 1.022  0.0289
C: 2.325 4.001 1.045  0.0267
C: 3.407 3.162 1.196  -0.0693
C: 4.796 3.756 1.210  -0.5625
F: 5.639 2.887 1.795  0.1581
F: 5.172 3.991 -0.061  0.1726
F: 4.760 4.910 1.903  0.1604
C: 3.210 1.797 1.293  0.0324
C: 1.940 1.276 1.289  0.0454
C: -2.019 3.493 1.422  0.0295
C: -3.291 3.999 1.388  0.0282
H: -5.038 1.155 1.072  0.1366
H: -2.764 0.209 1.070  0.1300
H: -0.482 0.454 1.189  0.1158
H: 0.262 4.175 0.786  0.1025
H: 2.503 5.059 0.939  0.1394
H: 4.076 1.162 1.371  0.1354
H: 1.805 0.210 1.353  0.1293
H: -1.230 4.177 1.658  0.1029
H: -3.471 5.057 1.489  0.1374
C: 1.885 -5.491 0.207  -0.0465
C: 1.197 -4.631 -0.797  -0.2333
C: 0.712 -3.413 -0.380  0.0126
C: 0.063 -2.571 -1.288  -0.2543
C: -0.086 -2.986 -2.631  -0.1933
C: 0.405 -4.225 -3.058  0.0246
C: 1.041 -5.044 -2.154  -0.2290
C: 1.560 -6.363 -2.614  -0.0547
N: -0.750 -1.958 -3.258  0.1132
C: -0.965 -0.995 -2.292  -0.1764
N: -0.494 -1.332 -1.119  0.0866
H: 2.230 -6.432 -0.219  0.0659
H: 2.756 -4.980 0.619  0.0875
H: 1.214 -5.733 1.033  0.0890
H: 0.825 -3.097 0.640  0.1105
H: 0.283 -4.528 -4.083  0.1135
H: 1.353 -6.516 -3.673  0.0792
H: 2.641 -6.428 -2.480  0.0901
H: 1.090 -7.182 -2.067  0.0906
H: -1.013 -1.938 -4.245  0.1682
H: -1.471 -0.058 -2.481  0.1141

## Properties
**Relative energy (zero: lowest compared OMol25 entry of this formula, charge and spin)**: 1.0 kJ/mol
**Net charge**: +1
**DFT total energy**: -1634.44915 Eh
**HOMO level**: -10.5 eV
**Kohn-Sham gap**: 4.25 eV

Density functional theory data (the ωB97M-V functional and the def2-TZVPD basis) for a single C3H6OS2 molecule in a non-equilibrium geometry.

Each line ends with the Löwdin charge.
Geometry (Å):
O: 2.401 1.451 -1.874  -0.2550
C: 1.876 1.509 -0.422  -0.1991
C: 1.664 -0.155 -0.156  -0.3206
S: -0.143 -0.986 -0.364  0.8337
C: -1.041 -0.643 0.891  -1.2363
S: -2.670 -0.307 1.219  0.5109
H: 3.061 2.370 -2.163  0.2068
H: 0.841 1.984 -0.292  0.1155
H: 2.740 1.883 0.154  0.0944
H: 2.368 -0.603 -0.982  0.0933
H: 1.943 -0.331 1.011  0.1016
H: -0.146 -0.475 1.705  0.0548

## Properties
**Relative energy (zero: lowest compared OMol25 entry of this formula, charge and spin)**: 435.0 kJ/mol
**Structure (SMILES)**: OCCSC=S
**DFT total energy**: -989.36283 Eh
**HOMO level**: -8.6 eV
**Kohn-Sham gap**: 7.99 eV

Density functional theory data (the ωB97M-V functional and the def2-TZVPD basis) for 2 unconnected molecules or ions with the total composition C5H12FNO7P in a non-equilibrium geometry.

Each line ends with the Löwdin charge.
Geometry (Å):
C: -3.887 1.062 -1.981  -0.0294
C: -2.955 0.987 -0.777  -0.2329
O: -1.915 1.987 -0.839  -0.0764
N: -1.406 2.299 0.418  0.0342
P: -0.553 0.948 1.309  0.4507
O: 0.592 1.468 1.985  -0.1692
O: -1.634 0.329 2.318  -0.0526
O: -0.072 -0.163 0.294  -0.0501
H: -4.717 0.390 -1.748  0.0996
H: -4.220 2.072 -2.206  0.0939
H: -3.372 0.600 -2.825  0.0941
H: -3.517 1.112 0.163  0.1239
H: -2.564 -0.037 -0.741  0.1167
H: -0.730 3.069 0.316  0.1962
H: -2.169 2.644 1.023  0.1764
H: -2.250 1.043 2.563  0.1038
H: -0.697 -0.909 0.402  0.1161
C: 3.587 -0.956 -0.281  -0.0637
C: 2.685 -2.088 0.140  -0.3300
O: 3.538 -3.206 0.089  0.1372
C: 4.805 -2.740 0.342  -0.5327
O: 5.721 -3.420 0.634  0.2090
O: 4.854 -1.384 0.216  0.0795
F: 1.668 -2.270 -0.751  0.0532
H: 3.637 -0.851 -1.366  0.1479
H: 3.298 -0.002 0.155  0.1350
H: 2.274 -1.986 1.147  0.1693

## Properties
**Net charge**: +1
**DFT total energy**: -1220.11993 Eh
**HOMO level**: -13.4 eV
**Kohn-Sham gap**: 8.93 eV

Density functional theory data (the ωB97M-V functional and the def2-TZVPD basis) for 4 unconnected molecules or ions with the total composition C2H11NO3 in a non-equilibrium geometry.

Each line ends with the Mulliken spin population.
Geometry (Å):
C: 0.724 1.580 -0.472  -0.0621
C: -0.918 0.837 1.052  0.5107
N: -0.547 1.015 -0.226  0.3384
H: 1.543 0.842 -0.689  0.0543
H: 1.281 2.068 0.356  0.0235
H: 0.712 2.247 -1.338  0.0238
H: -1.934 0.493 1.235  0.0446
H: -0.306 1.106 1.914  0.0338
H: -0.649 0.028 -2.270  0.0142
H: -1.096 -1.182 -3.018  -0.0001
O: -0.833 -0.268 -3.191  -0.0044
H: -3.052 -0.062 -0.445  -0.0085
H: -2.753 0.281 -1.822  0.0013
O: -3.537 0.197 -1.247  -0.0017
H: 3.192 -3.303 2.912  -0.0303
H: 4.112 -2.925 4.109  -0.0097
O: 4.059 -2.952 3.140  0.0719

## Properties
**Relative energy (zero: lowest compared OMol25 entry of this formula, charge and spin)**: 40.9 kJ/mol
**Spin multiplicity**: 2
**Net charge**: -1
**DFT total energy**: -363.20380 Eh
**HOMO level (spin up / spin down)**: 0.2 / -4.2 eV
**<S²>**: 0.75
**Kohn-Sham gap (spin up / spin down)**: 2.88 / 7.19 eV

Density functional theory data (the ωB97M-V functional and the def2-TZVPD basis) for 2 unconnected molecules or ions with the total composition C4H5ClFNO in a non-equilibrium geometry.

Each line ends with the Löwdin charge.
Geometry (Å):
C: -2.135 -3.129 1.619  -0.0820
C: -1.329 -1.958 1.802  -0.0538
N: -0.568 -1.212 1.305  -0.1122
O: 0.247 -0.317 1.216  -0.0053
H: -2.312 -3.588 2.633  0.0895
H: -1.836 -3.799 0.922  0.0285
H: -3.292 -2.818 1.308  0.1485
C: -1.604 1.944 2.809  -0.0082
C: -2.190 2.023 1.638  -0.8643
F: -3.060 1.072 1.253  -0.0017
Cl: -1.655 3.084 0.440  0.7342
H: -2.032 1.220 3.497  0.0784
H: -0.817 2.569 3.089  0.0484

## Properties
**Relative energy (zero: lowest compared OMol25 entry of this formula, charge and spin)**: 406.6 kJ/mol
**Structure (SMILES)**: CC#[N+][O-].C=C(F)Cl
**DFT total energy**: -845.31188 Eh
**HOMO level**: -9.4 eV
**Kohn-Sham gap**: 9.81 eV

Density functional theory data (the ωB97M-V functional and the def2-TZVPD basis) for a single C5H7NO molecule.

Each line ends with the Löwdin charge.
Geometry (Å):
C: -1.666 -1.065 0.186  -0.0116
C: -0.275 -0.539 0.160  -0.2868
O: 0.730 -1.415 0.483  0.0244
C: 1.899 -0.767 0.290  -0.1301
C: 1.687 0.494 -0.152  -0.0169
C: 0.261 0.653 -0.224  -0.2940
N: -0.411 1.807 -0.673  0.0858
H: -2.373 -0.275 -0.088  0.0743
H: -1.794 -1.877 -0.539  0.0857
H: -1.953 -1.447 1.171  0.0826
H: 2.795 -1.329 0.516  0.1200
H: 2.438 1.225 -0.423  0.1073
H: 0.045 2.651 -0.347  0.0834
H: -1.378 1.826 -0.370  0.0758

## Properties
**Relative energy (zero: lowest compared OMol25 entry of this formula, charge and spin)**: 70.2 kJ/mol
**Structure (SMILES)**: Cc1occc1N
**DFT total energy**: -324.69774 Eh
**HOMO level**: -7.8 eV
**Kohn-Sham gap**: 8.84 eV